*P*
Entry from OMol25: a structure of composition C43H70CsGeN3O6PS4Si (the ωB97M-V functional and the def2-TZVPD basis).

net charge: -2
frontier orbital gap (alpha / beta): 5.4 / 5.8 eV
multiplicity: 2

CARTESIAN COORDINATES (ANGSTROEM)
Cs: -0.791 0.219 0.238
C: -4.052 -0.137 -3.344
C: -3.671 0.567 -2.041
C: -4.119 -0.310 -0.858
C: -4.386 1.920 -1.972
O: -2.284 0.840 -1.968
Ge: -0.969 -0.089 -2.976
O: 0.394 0.746 -1.922
C: 1.782 0.723 -2.213
C: 2.553 0.714 -0.880
C: 2.112 1.980 -3.021
C: 2.177 -0.518 -3.008
O: -1.181 -1.661 -1.951
C: -1.023 -3.015 -2.324
C: -0.926 -3.199 -3.838
C: 0.223 -3.586 -1.644
C: -2.263 -3.750 -1.802
H: -5.140 -0.236 -3.410
H: -3.618 -1.136 -3.391
H: -3.695 0.426 -4.208
H: -5.191 -0.517 -0.913
H: -3.922 0.167 0.107
H: -3.574 -1.253 -0.892
H: -5.473 1.800 -1.954
H: -4.113 2.536 -2.832
H: -4.077 2.447 -1.067
H: 2.258 1.562 -0.250
H: 3.627 0.802 -1.078
H: 2.379 -0.215 -0.321
H: 1.904 2.871 -2.425
H: 1.490 2.016 -3.917
H: 3.164 1.998 -3.320
H: 1.867 -1.408 -2.467
H: 3.263 -0.555 -3.132
H: 1.714 -0.524 -3.997
H: -0.052 -2.686 -4.242
H: -1.809 -2.799 -4.341
H: -0.840 -4.264 -4.076
H: 1.134 -3.247 -2.137
H: 0.217 -4.680 -1.675
H: 0.282 -3.257 -0.606
H: -3.163 -3.341 -2.266
H: -2.343 -3.615 -0.723
H: -2.217 -4.822 -2.017
O: -2.830 -4.274 7.408
C: -2.789 -3.585 6.415
S: -2.093 -1.966 6.363
C: -2.442 -1.576 4.681
C: -3.100 -2.585 3.947
S: -3.606 -2.501 2.361
S: -3.416 -4.073 4.844
S: -1.995 -0.075 4.106
O: -0.946 2.333 1.683
P: -1.442 3.378 2.612
N: -1.290 4.899 1.929
C: -1.527 5.021 0.480
C: -0.853 6.347 0.087
C: -0.604 7.050 1.422
C: -0.288 5.876 2.337
N: -0.634 3.501 4.047
C: 0.769 3.041 4.072
C: 0.853 2.182 5.327
C: -0.113 2.895 6.267
C: -1.282 3.240 5.348
N: -3.039 3.160 2.967
C: -3.881 4.252 3.429
C: -4.953 4.353 2.350
C: -5.220 2.884 2.028
C: -3.872 2.173 2.249
H: -2.601 5.032 0.276
H: -1.100 4.173 -0.062
H: -1.461 6.934 -0.602
H: 0.099 6.143 -0.404
H: -1.517 7.539 1.769
H: 0.195 7.791 1.380
H: -0.371 6.099 3.401
H: 0.736 5.522 2.144
H: 1.449 3.902 4.135
H: 0.999 2.484 3.165
H: 1.871 2.105 5.710
H: 0.485 1.179 5.104
H: 0.349 3.810 6.654
H: -0.431 2.284 7.112
H: -1.838 4.118 5.690
H: -1.967 2.394 5.273
H: -3.295 5.165 3.551
H: -4.332 3.999 4.398
H: -4.542 4.875 1.483
H: -5.846 4.887 2.681
H: -5.599 2.726 1.018
H: -5.962 2.487 2.724
H: -3.389 1.885 1.314
H: -3.984 1.260 2.835
C: 1.173 -4.578 2.775
C: 1.942 -3.432 3.438
C: 2.907 -3.980 4.488
C: 0.915 -2.538 4.137
Si: 2.731 -2.353 2.072
O: 1.693 -1.834 1.019
C: 3.639 -0.901 2.931
C: 3.184 0.396 2.700
C: 3.839 1.502 3.226
C: 4.965 1.333 4.017
C: 5.438 0.052 4.265
C: 4.785 -1.043 3.716
C: 4.213 -3.270 1.252
C: 4.531 -4.624 1.349
C: 5.581 -5.191 0.633
C: 6.347 -4.408 -0.215
C: 6.049 -3.057 -0.338
C: 5.003 -2.509 0.385
H: 0.587 -5.123 3.527
H: 1.828 -5.299 2.280
H: 0.485 -4.191 2.022
H: 2.353 -4.555 5.243
H: 3.424 -3.173 5.013
H: 3.669 -4.640 4.068
H: 0.372 -3.108 4.902
H: 0.187 -2.144 3.426
H: 1.385 -1.684 4.634
H: 2.304 0.519 2.079
H: 3.473 2.501 3.011
H: 5.476 2.195 4.433
H: 6.322 -0.093 4.876
H: 5.193 -2.035 3.887
H: 3.948 -5.269 1.994
H: 5.794 -6.249 0.737
H: 7.164 -4.844 -0.779
H: 6.632 -2.430 -1.005
H: 4.782 -1.453 0.266

Atom charges from the Löwdin analysis, given in e for atoms 1 to 6:
1 Cs 1.29
2 C -0.08
3 C -0.71
4 C -0.05
5 C -0.04
6 O -0.50

---

*Q*
Entry from OMol25: a structure of composition C43H70CsGeN3O6PS4Si (the ωB97M-V functional and the def2-TZVPD basis).

net charge: -2
frontier orbital gap (alpha / beta): 5.5 / 6.0 eV
multiplicity: 2

CARTESIAN COORDINATES (ANGSTROEM)
Cs: 0.678 -1.034 -0.024
C: 4.667 -0.180 1.001
C: 4.108 -1.505 1.529
C: 5.268 -2.438 1.897
C: 3.261 -1.225 2.778
O: 3.320 -2.040 0.499
Ge: 2.756 -3.835 0.305
O: 1.344 -3.485 1.529
C: 0.343 -4.405 1.900
C: -0.748 -4.465 0.828
C: 0.914 -5.808 2.138
C: -0.256 -3.888 3.211
O: 1.656 -3.383 -1.154
C: 2.049 -3.323 -2.509
C: 0.773 -3.234 -3.348
C: 2.817 -4.588 -2.918
C: 2.921 -2.090 -2.781
H: 5.289 0.320 1.752
H: 3.836 0.479 0.733
H: 5.264 -0.360 0.104
H: 5.933 -1.960 2.622
H: 5.840 -2.692 1.002
H: 4.889 -3.366 2.332
H: 3.902 -0.888 3.601
H: 2.728 -2.126 3.081
H: 2.530 -0.440 2.565
H: -0.313 -4.780 -0.122
H: -1.194 -3.478 0.678
H: -1.542 -5.165 1.109
H: 1.304 -6.229 1.209
H: 0.138 -6.476 2.524
H: 1.735 -5.760 2.858
H: -0.652 -2.882 3.059
H: 0.524 -3.840 3.975
H: -1.065 -4.535 3.563
H: 0.153 -4.115 -3.177
H: 1.018 -3.173 -4.412
H: 0.193 -2.350 -3.076
H: 2.223 -5.471 -2.671
H: 3.766 -4.658 -2.382
H: 3.021 -4.584 -3.992
H: 2.362 -1.158 -2.652
H: 3.291 -2.108 -3.810
H: 3.772 -2.070 -2.097
O: -0.425 4.649 -5.907
C: -0.239 3.990 -4.908
S: -1.470 3.633 -3.709
C: -0.477 2.702 -2.573
C: 0.868 2.511 -2.960
S: 2.063 1.703 -2.116
S: 1.316 3.258 -4.502
S: -1.215 2.115 -1.201
O: 1.132 1.667 1.691
P: 1.332 3.080 2.069
N: -0.148 3.756 2.386
C: -1.329 2.885 2.515
C: -2.435 3.817 3.058
C: -1.764 5.192 3.227
C: -0.604 5.127 2.240
N: 2.063 4.202 1.091
C: 1.397 4.659 -0.155
C: 2.528 5.223 -1.034
C: 3.777 5.195 -0.145
C: 3.496 4.040 0.805
N: 2.317 3.175 3.406
C: 2.414 4.381 4.218
C: 2.751 3.858 5.615
C: 3.543 2.586 5.311
C: 2.787 1.990 4.126
H: -1.113 2.053 3.182
H: -1.606 2.462 1.547
H: -2.845 3.452 4.000
H: -3.256 3.877 2.344
H: -1.374 5.309 4.241
H: -2.442 6.023 3.022
H: 0.197 5.837 2.446
H: -0.982 5.319 1.228
H: 0.657 5.423 0.080
H: 0.885 3.837 -0.651
H: 2.298 6.227 -1.391
H: 2.670 4.582 -1.903
H: 3.871 6.124 0.425
H: 4.695 5.045 -0.714
H: 4.075 4.078 1.728
H: 3.697 3.087 0.302
H: 1.477 4.944 4.205
H: 3.205 5.049 3.850
H: 1.830 3.600 6.145
H: 3.300 4.584 6.215
H: 3.607 1.898 6.154
H: 4.560 2.850 5.005
H: 1.957 1.360 4.462
H: 3.424 1.376 3.492
C: -4.207 -3.698 -0.241
C: -3.908 -3.333 -1.699
C: -5.170 -3.588 -2.526
C: -2.784 -4.222 -2.237
Si: -3.270 -1.515 -1.707
O: -2.046 -1.238 -0.756
C: -4.784 -0.464 -1.160
C: -5.946 -0.209 -1.892
C: -6.982 0.564 -1.377
C: -6.877 1.110 -0.105
C: -5.726 0.883 0.640
C: -4.698 0.111 0.114
C: -2.904 -0.997 -3.514
C: -3.762 -1.078 -4.616
C: -3.387 -0.612 -5.872
C: -2.134 -0.047 -6.063
C: -1.261 0.050 -4.987
C: -1.649 -0.417 -3.739
H: -4.457 -4.766 -0.153
H: -5.057 -3.120 0.136
H: -3.353 -3.495 0.406
H: -5.485 -4.635 -2.407
H: -4.990 -3.425 -3.590
H: -6.003 -2.956 -2.207
H: -3.039 -5.287 -2.133
H: -1.848 -4.043 -1.707
H: -2.607 -4.019 -3.297
H: -6.048 -0.605 -2.897
H: -7.869 0.749 -1.974
H: -7.681 1.717 0.297
H: -5.629 1.321 1.628
H: -3.785 -0.051 0.678
H: -4.754 -1.500 -4.506
H: -4.080 -0.685 -6.704
H: -1.844 0.325 -7.039
H: -0.282 0.497 -5.117
H: -0.973 -0.319 -2.896

Atom charges from the Löwdin analysis, given in e for atoms 1 to 6:
1 Cs 1.07
2 C -0.03
3 C -0.73
4 C -0.07
5 C -0.05
6 O -0.47

---

Stability summary: most stable *Q*, least stable *P*.

---

*P*
Entry from OMol25: an isolated molecule of C12H14O (the ωB97M-V functional and the def2-TZVPD basis).

frontier orbital gap: 9.0 eV

CARTESIAN COORDINATES (ANGSTROEM)
C: -4.479 -0.048 0.043
C: -2.197 -0.292 0.113
C: -1.988 1.128 0.116
C: -0.765 1.674 -0.221
C: 0.370 0.844 -0.370
C: 1.851 1.199 -0.433
C: 2.872 0.113 0.033
C: 3.810 0.313 1.029
C: 2.449 -1.216 -0.677
C: 1.139 -1.638 -0.009
C: 0.118 -0.569 -0.326
C: -1.076 -1.080 0.019
H: -4.427 0.737 0.874
H: -4.478 0.568 -0.792
H: -5.303 -0.634 0.251
H: -2.831 1.774 0.319
H: -0.697 2.852 -0.049
H: 2.071 1.387 -1.523
H: 2.051 2.326 -0.139
H: 4.304 1.299 1.394
H: 4.201 -0.722 1.387
H: 3.495 -1.774 -0.916
H: 1.951 -0.967 -1.652
H: 1.069 -2.771 -0.204
H: 1.206 -1.525 1.147
H: -1.307 -2.089 0.407
O: -3.409 -0.887 0.178

Atom charges from the natural (NBO) analysis, given in e for atoms 1 to 6:
1 C -0.23
2 C 0.30
3 C -0.31
4 C -0.19
5 C -0.03
6 C -0.48

---

*Q*
Entry from OMol25: a cluster of 2 separate species, C12H14O in total (the ωB97M-V functional and the def2-TZVPD basis).

frontier orbital gap: 8.2 eV

CARTESIAN COORDINATES (ANGSTROEM)
C: -0.179 1.290 -3.284
C: 0.425 0.155 -3.146
C: -1.424 1.478 -2.520
C: 0.127 -0.814 -2.034
C: -1.653 0.806 -1.383
C: -0.852 -0.278 -0.995
C: 1.032 0.648 1.902
C: 1.089 -0.170 2.736
C: -1.525 -1.329 1.467
C: -0.927 -0.944 0.182
C: 1.036 1.637 0.848
C: 1.374 -1.193 3.702
O: -0.444 -2.055 0.786
H: 0.170 2.057 -3.955
H: 1.105 -0.150 -3.868
H: -2.062 2.320 -2.886
H: -0.278 -1.668 -2.635
H: -2.498 1.070 -0.756
H: 0.877 -1.266 -1.412
H: -1.115 -0.798 2.338
H: -2.426 -1.816 1.355
H: 0.057 2.020 0.624
H: 1.903 2.412 1.064
H: 1.382 1.010 -0.096
H: 1.186 -2.264 3.284
H: 2.518 -1.108 3.856
H: 1.102 -1.052 4.826

Atom charges from the natural (NBO) analysis, given in e for atoms 1 to 6:
1 C -0.24
2 C -0.14
3 C -0.23
4 C -0.47
5 C -0.19
6 C -0.16

---

*R*
Entry from OMol25: an isolated molecule of C12H14O (the ωB97M-V functional and the def2-TZVPD basis).

frontier orbital gap (alpha / beta): 8.9 / 8.3 eV

CARTESIAN COORDINATES (ANGSTROEM)
C: -2.449 -1.558 1.220
C: -1.236 -1.393 1.797
C: -3.000 -0.713 0.210
C: -0.262 -0.523 1.269
C: -0.777 0.089 0.128
C: -2.107 0.144 -0.363
C: 1.096 -0.324 1.819
C: 2.152 -0.973 0.884
C: 2.487 -0.080 -0.260
C: 1.590 0.750 -1.068
C: -2.448 0.846 -1.669
C: 1.741 2.114 -1.643
O: 2.128 -0.429 -1.645
H: -2.945 -2.439 1.592
H: -1.060 -2.028 2.654
H: -3.906 -0.924 -0.254
H: 1.456 0.824 1.970
H: 1.222 -0.856 2.892
H: 3.092 -0.985 1.487
H: 1.960 -1.999 0.573
H: 3.505 0.363 -0.335
H: -2.741 0.055 -2.384
H: -3.272 1.496 -1.492
H: -1.511 1.192 -2.114
H: 2.764 2.319 -1.788
H: 1.381 2.735 -0.915
H: 1.141 2.296 -2.564

Atom charges from the natural (NBO) analysis, given in e for atoms 1 to 6:
1 C -0.21
2 C -0.21
3 C -0.21
4 C -0.19
5 C 0.21
6 C -0.14

---

Stability summary: most stable *P*, least stable *Q*.

---

*P*
Entry from OMol25: an isolated molecule of C8H14N2O2 (the ωB97M-V functional and the def2-TZVPD basis).

frontier orbital gap: 7.8 eV

CARTESIAN COORDINATES (ANGSTROEM)
C: -0.056 1.819 -1.536
C: 1.150 1.934 -0.809
C: -0.102 0.183 -0.043
C: 2.215 2.963 -0.648
C: -0.637 -2.158 -0.409
C: -1.873 -0.907 1.382
C: 0.596 -1.622 1.612
C: -0.530 -1.094 0.656
N: -0.706 0.683 -1.126
N: 1.021 0.902 0.145
O: 1.878 0.598 1.040
O: -1.864 0.174 -1.575
H: -0.201 2.389 -2.394
H: 1.836 3.859 -0.925
H: 2.432 2.902 0.373
H: 3.022 2.731 -1.249
H: -0.703 -3.085 0.001
H: -1.486 -2.229 -1.133
H: 0.319 -2.357 -0.979
H: -2.046 -1.526 2.309
H: -2.084 0.122 1.822
H: -2.660 -1.195 0.614
H: 0.326 -2.689 1.696
H: 1.463 -1.456 1.159
H: 0.495 -1.019 2.539
H: -1.804 0.077 -2.522

Atom charges from the natural (NBO) analysis, given in e for atoms 1 to 6:
1 C -0.14
2 C 0.12
3 C 0.30
4 C -0.64
5 C -0.62
6 C -0.62

---

*Q*
Entry from OMol25: a structure of composition C8H14N2O2 (the ωB97M-V functional and the def2-TZVPD basis).

frontier orbital gap: 7.9 eV

CARTESIAN COORDINATES (ANGSTROEM)
O: 1.680 1.423 1.691
C: 2.634 1.251 1.022
O: 3.614 2.112 0.874
H: 3.393 3.054 1.401
C: 3.153 0.222 0.317
H: 3.487 0.319 -0.554
H: 4.162 -0.259 1.091
C: 2.237 -1.091 0.305
H: 1.913 -1.248 1.358
H: 2.658 -2.010 0.100
C: 1.100 -1.083 -0.548
N: 0.065 -0.237 0.094
C: -1.403 -0.048 -0.300
N: -1.725 -1.069 -1.263
C: -3.131 -0.746 -1.528
H: -3.601 -1.784 -1.011
H: -3.461 -0.529 -2.377
C: -3.606 0.357 -0.409
H: -3.854 1.151 -1.239
H: -4.499 0.003 0.115
C: -2.364 0.616 0.358
H: -2.473 0.022 1.547
H: -2.098 1.482 0.525
H: 0.248 0.399 0.974
H: 0.654 -1.902 -1.102
H: 1.217 -0.404 -1.442

Atom charges from the natural (NBO) analysis, given in e for atoms 1 to 6:
1 O -0.59
2 C 0.76
3 O -0.67
4 H 0.49
5 C -0.43
6 H 0.22

---

Stability summary: most stable *P*, least stable *Q*.